Entry 1:
C11H15N | the ωB97M-V functional and the def2-TZVPD basis

Last column: Löwdin charge in e.
Geometry (Å):
N1 1.0097 0.3941 2.5911  0.07
C1 0.2573 -0.7482 2.6333  -0.07
C2 1.2029 2.3050 0.9986  -0.03
C3 0.6364 1.1294 1.4908  -0.22
C4 -0.5394 -1.9343 -4.3981  -0.18
C5 0.3926 -2.5714 -3.3658  -0.16
C6 -0.5533 -0.8346 1.5508  -0.22
C7 -0.3229 0.3754 0.7996  -0.14
C8 -1.5928 -1.8389 1.1785  -0.05
C9 0.7773 2.7371 -0.2419  -0.10
C10 -0.7565 0.8601 -0.4413  -0.03
C11 -0.1904 2.0073 -0.9549  -0.10
H1 -1.2059 -2.8206 0.8765  0.08
H2 0.5394 -3.6068 -3.6626  0.06
H3 1.4933 0.7502 3.3951  0.15
H4 -0.4578 2.3606 -1.9429  0.10
H5 1.3282 -2.0223 -3.2999  0.06
H6 -2.3158 -2.0447 1.9660  0.07
H7 1.9318 2.8230 1.6131  0.11
H8 0.4367 -1.4715 3.4162  0.12
H9 0.0288 -1.6739 -5.2964  0.06
H10 1.1591 3.6548 -0.6665  0.10
H11 -0.9934 -1.0052 -4.0695  0.05
H12 -1.2565 -2.6361 -4.8309  0.06
H13 -2.1700 -1.4778 0.3245  0.07
H14 -1.4786 0.3212 -1.0457  0.10
H15 -0.0594 -2.6007 -2.3717  0.05

The SMILES is Cc1c[nH]c2ccccc12.CC. The LUMO energy is 0.03417 hartree. For the largest force on an atom, the calculation gives 1.1 eV/Å. As for the HOMO energy: -0.2878 hartree. For the relative energy (zero: lowest compared OMol25 entry of this formula, charge and spin), the calculation gives 7.4 kcal/mol. The HOMO-LUMO gap is 8.7602 eV. The molecular weight comes out at 161.25 g mol⁻¹. The total energy comes out at -13140.469 eV.

***

Entry 2:
C11H15N | the ωB97M-V functional and the def2-TZVPD basis

Last column: Löwdin charge in e.
Geometry (Å):
N1 -2.0283 0.9478 -0.1657  0.07
C1 -1.1321 1.8993 1.9352  -0.02
C2 2.2202 -0.1928 -2.6732  -0.18
C3 -1.3668 0.8547 1.0349  -0.22
C4 -1.1411 -2.6346 -0.1116  -0.05
C5 -1.2522 -1.1472 -0.0657  -0.23
C6 -1.9891 -0.2681 -0.8038  -0.06
C7 -0.2917 -0.8072 2.3660  -0.02
C8 -0.8332 -0.4449 1.1200  -0.14
C9 -0.0458 0.1972 3.2827  -0.11
C10 -0.4562 1.5202 3.0870  -0.10
C11 2.6795 1.2672 -2.7336  -0.17
H1 -2.3465 1.8096 -0.5708  0.15
H2 -0.2586 -2.9675 0.4072  0.07
H3 1.9100 1.9187 -2.3342  0.05
H4 -1.9202 -3.0617 0.5169  0.08
H5 1.4718 -0.4271 -3.4242  0.06
H6 -0.3603 2.2768 3.8445  0.09
H7 2.8898 1.4647 -3.7785  0.06
H8 0.4088 -0.0097 4.2436  0.10
H9 -2.1357 -0.3264 -1.8738  0.12
H10 -1.2409 -3.0846 -1.0831  0.07
H11 -1.4731 2.8937 1.7059  0.10
H12 3.1201 -0.8182 -2.7537  0.06
H13 0.1319 -1.7759 2.6029  0.11
H14 3.5353 1.4464 -2.0881  0.06
H15 1.9043 -0.5303 -1.6869  0.05

The SMILES is Cc1c[nH]c2ccccc12.CC. The LUMO energy is 0.03143 hartree. For the largest force on an atom, the calculation gives 1.5 eV/Å. As for the HOMO energy: -0.2869 hartree. For the relative energy (zero: lowest compared OMol25 entry of this formula, charge and spin), the calculation gives 17.2 kcal/mol. The HOMO-LUMO gap is 8.6609 eV. The molecular weight comes out at 161.25 g mol⁻¹. The total energy comes out at -13140.046 eV.

***

Entry 3:
C11H15N2 | the ωB97M-V functional and the def2-TZVPD basis

Last column: Löwdin charge in e.
Geometry (Å):
N1 -0.7443 -1.7267 -0.6313  0.02
N2 -1.5608 2.4122 -0.6262  0.22
C1 2.8728 -0.6338 1.2583  -0.07
C2 -1.5195 1.3715 0.1404  -0.22
C3 1.6349 -0.9976 0.6156  -0.08
C4 -1.1346 0.7181 1.3590  -0.01
C5 -2.1454 -1.2614 -0.3137  -0.04
C6 -2.2164 0.1533 0.4435  -0.15
C7 0.0191 -0.6255 -1.1787  -0.12
C8 2.0966 0.6555 -1.1242  -0.07
C9 1.2380 -0.3491 -0.5731  -0.28
C10 3.6800 0.3993 0.7333  -0.09
C11 3.2632 1.0132 -0.5128  -0.09
H1 -0.2935 -0.4152 -2.1691  0.12
H2 3.9728 1.8157 -1.0301  0.15
H3 4.7066 0.6157 1.2054  0.13
H4 1.1272 -1.8158 1.0623  0.08
H5 -2.4686 -2.0346 0.3627  0.12
H6 -1.5372 0.9366 2.4112  0.16
H7 -3.2073 0.2056 0.6932  0.11
H8 -0.1559 -2.0664 0.0940  0.10
H9 -2.8448 -1.2714 -1.1160  0.12
H10 -0.6982 2.9390 -0.8621  0.16
H11 -0.9043 -2.6675 -1.2738  0.26
H12 3.3115 -1.1490 2.1326  0.11
H13 -2.2052 2.2582 -1.4004  0.15
H14 -0.1275 0.2609 1.6536  0.13
H15 1.8428 1.1029 -2.0386  0.09

The LUMO energy (alpha / beta) is -0.14447 / -0.15760 hartree. For the largest force on an atom, the calculation gives 4.1 eV/Å. As for the HOMO energy (alpha / beta): -0.3722 / -0.3636 hartree. For the relative energy (zero: lowest compared OMol25 entry of this formula, charge and spin), the calculation gives 118.1 kcal/mol. The HOMO-LUMO gap (alpha / beta) is 6.1978 / 5.6063 eV. Its net charge is +1. The molecular weight comes out at 175.26 g mol⁻¹. The total energy comes out at -14618.620 eV.

***

Entry 4:
C11H15N2O6S2 | the ωB97M-V functional and the def2-TZVPD basis

Last column: Löwdin charge in e.
Geometry (Å):
S1 2.9476 2.5110 -3.1782  0.66
S2 5.2667 1.1425 -2.0999  0.71
O1 3.6276 2.1202 -4.5159  -0.44
O2 2.5260 4.0270 -3.2410  -0.43
O3 6.2945 1.9027 -3.0141  -0.39
O4 -3.1586 -1.1100 2.3699  -0.17
O5 5.9773 0.8235 -0.7293  -0.40
O6 4.8220 -0.3145 -2.8657  -0.25
N1 3.9524 -2.2942 -1.1489  0.10
N2 3.9436 2.2324 -1.7579  -0.33
C1 4.6080 -1.3731 -1.8249  -0.17
C2 0.7554 1.3741 -1.4632  -0.03
C3 1.4097 1.4050 -2.9780  -0.22
C4 -4.1115 -0.5925 3.2954  -0.28
C5 -1.8804 -1.4526 2.9005  -0.28
C6 0.8371 0.5428 -4.2498  -0.02
C7 -1.1658 -0.4819 -2.4570  -0.08
C8 -3.6601 0.6899 3.9758  -0.08
C9 -0.4873 -0.4152 -3.9630  -0.07
C10 -1.9407 -2.5175 3.9824  -0.08
C11 -0.5663 0.4268 -1.2113  -0.07
H1 -5.0221 -0.3847 2.7247  0.12
H2 -0.8964 -1.0441 -4.8715  0.07
H3 -1.3676 -0.5537 3.2584  0.11
H4 -2.4164 -3.4264 3.5983  0.08
H5 -2.7552 0.5406 4.5680  0.06
H6 -1.0343 0.4249 -0.1310  0.07
H7 -2.5183 -2.1885 4.8491  0.06
H8 -3.4393 1.4624 3.2291  0.08
H9 -1.2847 -1.8339 2.0628  0.12
H10 -2.0871 -1.1882 -2.2871  0.07
H11 -4.4415 1.0613 4.6470  0.08
H12 1.3856 0.6161 -5.2839  0.10
H13 -0.9325 -2.7686 4.3258  0.08
H14 1.1901 1.9934 -0.5472  0.11
H15 -4.3774 -1.3570 4.0314  0.10

The LUMO energy is 0.08022 hartree. For the largest force on an atom, the calculation gives 12.0 eV/Å. As for the HOMO energy: -0.2262 hartree. The HOMO-LUMO gap is 8.3390 eV. Its net charge is -1. The molecular weight comes out at 335.38 g mol⁻¹. The total energy comes out at -48573.012 eV.

***

Entry 5:
C11H15N3 | the ωB97M-V functional and the def2-TZVPD basis

Last column: Löwdin charge in e.
Geometry (Å):
N1 -0.2942 -1.3999 -0.1002  -0.05
N2 -0.7459 -2.5644 0.5863  0.07
N3 -2.0142 -2.3529 0.9570  0.06
C1 2.2059 0.8155 1.0511  -0.22
C2 -3.6077 0.8786 0.0006  -0.12
C3 2.7909 0.1010 -0.1998  -0.21
C4 -2.5347 1.4918 -0.6261  -0.08
C5 -1.3133 -0.5639 -0.2871  -0.22
C6 2.3167 -1.3319 -0.3197  -0.20
C7 0.8966 1.6376 0.9116  -0.08
C8 -2.4590 -1.1615 0.3357  -0.19
C9 -3.6482 -0.4191 0.2635  -0.05
C10 -1.4403 0.7517 -0.7609  -0.09
C11 0.9404 -1.5294 -0.9860  -0.08
H1 0.1361 1.0206 0.6776  -0.02
H2 0.9604 -0.7458 -1.7233  0.10
H3 -2.3340 2.5629 -0.8188  0.13
H4 1.1669 2.2351 0.1356  0.04
H5 -4.5002 1.4032 0.1639  0.09
H6 -4.7010 -0.7946 0.4580  0.14
H7 2.1194 0.3439 1.9534  0.06
H8 -0.6036 1.1853 -1.3949  0.14
H9 0.6089 2.2139 1.7774  0.09
H10 3.0259 1.5885 1.3365  0.12
H11 2.7350 0.6892 -1.1369  0.11
H12 3.0091 -1.7418 -1.0181  0.09
H13 0.8234 -2.5314 -1.4872  0.14
H14 2.5336 -1.9881 0.4692  0.10
H15 3.9269 0.2060 -0.2183  0.12

The SMILES is CCCCCn1nnc2ccccc21. The LUMO energy is 0.01246 hartree. For the largest force on an atom, the calculation gives 5.0 eV/Å. As for the HOMO energy: -0.3231 hartree. For the relative energy (zero: lowest compared OMol25 entry of this formula, charge and spin), the calculation gives 81.4 kcal/mol. The HOMO-LUMO gap is 9.1306 eV. The molecular weight comes out at 189.26 g mol⁻¹. The total energy comes out at -16117.068 eV.

***

Entry 6:
C11H15N4 | the ωB97M-V functional and the def2-TZVPD basis

Last column: Löwdin charge in e.
Geometry (Å):
N1 -3.4278 -0.9747 1.3604  0.20
N2 -0.1440 0.3991 0.1664  -0.11
N3 -1.0592 0.1575 -0.8427  0.15
N4 1.0790 -1.2646 -0.8353  0.14
C1 -3.2906 -0.5454 -1.4566  -0.01
C2 -2.2883 -0.6366 0.9097  -0.29
C3 3.3994 -0.6134 0.4860  -0.05
C4 2.2533 -1.8751 -1.2213  -0.04
C5 0.7520 2.5063 -0.6965  -0.08
C6 2.2915 0.1159 0.7168  -0.03
C7 1.1213 -0.2585 0.0318  -0.31
C8 3.4055 -1.6916 -0.4158  -0.01
C9 -0.9521 -0.3742 1.5977  0.15
C10 -0.1224 1.9010 0.3558  -0.17
C11 -2.1659 -0.3564 -0.5528  -0.28
H1 -3.5527 -1.6219 -1.6285  0.11
H2 2.0118 -2.6587 -2.0027  0.14
H3 4.3341 -0.3983 1.0462  0.14
H4 0.4030 2.1267 1.2999  0.13
H5 -3.1009 -0.0728 -2.4844  0.12
H6 -3.5809 -1.1767 2.3712  0.10
H7 0.5870 3.6670 -0.6726  0.14
H8 -0.5493 -1.4254 1.7041  0.15
H9 0.5555 2.0047 -1.7149  0.12
H10 -0.8523 0.0362 2.4892  0.07
H11 2.1334 0.8994 1.5474  0.16
H12 -4.1697 -0.0909 -0.8733  0.12
H13 1.7465 2.1218 -0.5144  0.05
H14 -1.0201 2.4408 0.3333  0.12
H15 4.2029 -2.3412 -0.5039  0.09

The SMILES is [H]/N=C1\C[N@@+](CC)(c2ccccn2)N=C1C. The LUMO energy is -0.13190 hartree. For the largest force on an atom, the calculation gives 7.3 eV/Å. As for the HOMO energy: -0.4843 hartree. For the relative energy (zero: lowest compared OMol25 entry of this formula, charge and spin), the calculation gives 71.2 kcal/mol. The HOMO-LUMO gap is 9.5892 eV. Its net charge is +1. The molecular weight comes out at 203.27 g mol⁻¹. The total energy comes out at -17600.184 eV.

***

Q: Which of these has the highest total energy?
A: number 2